Record 1
Density functional theory data (ωB97M-V with the def2-TZVPD basis set) for a molecular structure, C34H42NO2Zr.

Summary:
Multiplicity = 1
E_HOMO = -0.397 Eh
Total charge = +1

XYZ file:
```
80
Properties=species:S:1:pos:R:3:forces:R:3
C -2.07899 0.27145 2.49478 0.6 -1.9 1.4
C -2.48893 -0.86051 1.70199 0.6 -0.5 0.9
C -1.36380 -1.74975 1.53193 -0.6 0.5 1.0
H -3.51027 -1.02770 1.36620 0.4 0.0 -0.2
C -0.23879 -1.19269 2.22503 -1.3 0.3 1.1
C -0.69935 0.01352 2.88373 -0.5 -0.9 0.3
H 0.72845 -1.69595 2.38207 -0.5 0.5 -0.3
C -1.64859 1.51615 -1.71557 -0.7 -0.9 -1.4
C -2.48684 0.62332 -0.94425 0.5 0.0 -0.7
C -2.00946 -0.72053 -1.22615 -0.1 0.2 -1.3
H -3.39970 0.92775 -0.42128 0.3 -0.3 -0.3
C -0.98195 -0.65536 -2.24835 -1.5 0.3 0.5
C -0.84497 0.72597 -2.58397 0.0 0.9 0.7
H -1.38267 -2.76119 1.10373 0.1 0.7 -0.2
H -0.15598 0.57688 3.63643 0.0 0.0 -0.4
H -2.72612 1.03530 2.92677 0.3 -0.1 -0.4
H -0.32291 1.12270 -3.47438 0.0 -0.3 1.0
H -2.59660 -1.61132 -1.01864 0.4 0.2 0.2
H -1.79710 2.59098 -1.81491 0.2 -0.3 0.2
Zr -0.84647 0.54359 0.60996 1.5 -0.9 -3.7
C -0.45080 -1.82413 -3.09295 0.8 -0.5 0.7
C -0.49764 -1.47211 -4.60738 0.5 0.2 -0.1
C -1.29522 -3.08690 -2.88749 -0.3 0.1 -0.2
H -1.49961 -1.20638 -4.95096 0.0 0.0 0.2
H -0.16472 -2.33497 -5.21589 -0.2 0.3 0.4
H 0.18255 -0.63691 -4.86696 -0.4 -0.4 0.2
H -2.32887 -2.87779 -3.20437 0.2 -0.2 0.2
H -1.30607 -3.42262 -1.85042 0.0 0.0 0.0
H -0.91843 -3.90678 -3.51756 0.0 0.3 0.2
C 1.08990 -2.13602 -2.82072 1.0 -0.8 -0.5
C 1.79947 -2.62713 -1.47180 1.7 0.5 1.3
H 1.61207 -1.23034 -3.11661 0.3 0.1 0.1
H 1.35338 -2.91518 -3.63064 -0.2 1.0 1.3
O 2.41364 -1.91112 -0.58483 -3.4 -0.9 -3.6
N 1.88958 -4.01209 -1.30127 -0.2 1.6 1.3
C 2.18417 -4.39300 0.09550 -0.2 -0.5 0.3
H 1.91030 -4.67110 -2.05556 -0.4 0.0 -0.2
C 0.97734 -4.98862 0.84599 -0.2 0.0 -0.5
C 0.90935 -4.95422 2.25306 0.0 -0.1 -0.5
H 1.68900 -4.43226 2.81592 -0.1 -0.3 -0.1
C -0.15347 -5.57027 2.91568 0.0 0.1 -0.2
H -0.17772 -5.58218 4.00090 0.0 0.0 -0.1
C -1.19042 -6.16894 2.19504 0.1 0.0 -0.4
H -2.00958 -6.66509 2.71049 0.2 0.1 0.0
C -1.17507 -6.12910 0.79758 0.4 0.3 -0.2
H -1.98297 -6.54996 0.19630 0.1 0.0 0.3
C -0.09282 -5.53734 0.12321 0.0 0.0 0.5
H -0.08251 -5.46700 -0.97162 -0.1 -0.2 0.5
H 2.38336 -3.42501 0.54390 0.4 -0.4 0.3
H 3.09021 -5.02604 0.22066 -0.6 0.3 -0.3
C 0.30874 3.81701 4.37833 0.1 0.0 -0.1
C -0.41260 3.49943 3.07361 0.3 -0.2 -1.0
C -1.91851 3.69537 3.18312 -0.1 0.0 0.0
C 0.17001 4.21306 1.82640 -0.9 0.0 0.8
C 0.21582 5.59996 1.69770 0.3 0.1 0.0
C 0.76683 6.15666 0.53883 -0.2 0.2 -0.1
C 1.31687 5.34659 -0.45098 0.3 0.0 0.3
C 1.25617 3.95961 -0.33314 0.3 -0.3 -1.1
C 1.90602 3.03534 -1.39181 -0.5 0.1 0.4
C 1.44453 3.38900 -2.80501 -0.1 -0.2 -0.1
C 3.44659 3.05456 -1.38153 -0.1 -0.1 0.2
C 0.50297 3.43543 0.71576 0.6 2.1 0.2
O -0.04544 2.23891 0.61318 0.6 -1.2 0.5
H 0.24919 4.87356 4.65192 0.0 -0.1 -0.1
H 1.35916 3.53186 4.29957 0.0 0.1 0.1
H -0.13331 3.22950 5.18836 0.0 0.1 0.0
H -0.23677 2.42134 2.87268 -0.1 0.8 0.3
H -2.18936 4.75476 3.31035 0.1 -0.4 -0.1
H -2.41952 3.30570 2.28601 0.0 0.2 0.1
H -2.28271 3.13259 4.04957 -0.1 0.2 0.0
H -0.22598 6.23500 2.48176 0.4 -0.3 -0.4
H 0.74633 7.22910 0.36536 0.0 -0.1 0.2
H 1.76528 5.79177 -1.34869 -0.1 -0.2 0.5
H 1.57066 2.00101 -1.14649 0.3 0.5 -0.3
H 1.78022 4.39869 -3.08412 -0.1 -0.3 0.0
H 1.89380 2.67108 -3.50395 -0.2 0.2 0.0
H 0.35355 3.34026 -2.89591 0.2 0.1 -0.1
H 3.84448 2.72274 -0.41769 0.0 0.1 -0.1
H 3.80631 2.35530 -2.15065 0.0 0.2 0.2
H 3.85326 4.05279 -1.60484 -0.2 -0.3 0.1
```
Positions in Å, forces in eV/Å.

Mulliken atomic charge list, values in e, 6 entries:
1. C -0.343
2. C -0.823
3. C 0.254
4. H 0.531
5. C -0.657
6. C -0.827



Record 2
Density functional theory data (ωB97M-V with the def2-TZVPD basis set) for C21H20ClN3O3 in the gas phase.

Summary:
SMILES = O=C(CCN1C(=O)[C@@H]2Cc3ccccc3CN2C1=O)NCc1ccc(Cl)cc1
Multiplicity = 1
E_HOMO = -0.338 Eh
Energy above the lowest of the compared OMol25 structures with the same formula, charge and spin = 0.0 kcal/mol

XYZ file:
```
48
Properties=species:S:1:pos:R:3:forces:R:3
O -3.77279 -1.86795 -0.96445 -0.2 0.1 -0.5
C -3.06963 -1.99030 0.01632 0.2 -0.5 0.5
C -2.03478 -3.09993 0.15847 0.1 0.2 -0.1
C -0.88181 -2.87375 -0.81841 -0.1 -0.3 0.0
N -0.30248 -1.54336 -0.73804 -0.1 -0.2 0.1
C 0.20883 -0.92494 -1.84811 0.1 0.3 0.0
O 0.21047 -1.36395 -2.96766 0.0 0.0 -0.2
C 0.75143 0.41502 -1.37634 0.0 0.2 -0.5
C 2.23351 0.64436 -1.72796 -0.1 0.0 0.0
C 3.15257 0.21063 -0.62184 0.1 0.0 0.0
C 4.36301 -0.41552 -0.87682 -0.1 0.0 0.0
C 5.20890 -0.75071 0.16640 0.1 0.0 0.0
C 4.84683 -0.46877 1.47261 0.1 0.0 0.0
C 3.63198 0.13974 1.73760 0.0 0.1 -0.1
C 2.78809 0.48783 0.69612 0.0 0.0 0.0
C 1.42124 1.08038 0.91394 0.1 -0.1 0.2
N 0.50067 0.37783 0.04297 -0.1 0.3 -0.1
C -0.04114 -0.80964 0.42035 -0.2 0.1 -0.1
O -0.29800 -1.15184 1.55279 0.2 -0.3 0.4
N -3.14453 -1.17839 1.09458 -0.1 0.2 0.4
C -3.92259 0.04637 1.06092 0.0 -0.1 -0.1
C -3.05504 1.18411 0.58886 -0.1 0.0 0.1
C -2.90811 1.42517 -0.77168 0.0 0.0 0.0
C -2.04575 2.40687 -1.22493 0.0 0.1 0.0
C -1.31487 3.14238 -0.30558 -0.1 -0.1 0.1
Cl -0.19298 4.33990 -0.86717 0.1 0.1 -0.1
C -1.45180 2.92134 1.05433 0.1 0.1 -0.1
C -2.32202 1.94040 1.49372 -0.1 0.0 -0.1
H -2.50566 -4.04912 -0.10018 0.0 0.1 0.0
H -1.66089 -3.14721 1.17966 -0.1 -0.1 -0.1
H -0.09646 -3.61677 -0.63785 -0.1 0.1 -0.1
H -1.23410 -2.97633 -1.84906 0.1 0.0 0.2
H 0.14279 1.20130 -1.84163 0.1 -0.2 0.0
H 2.38966 1.71319 -1.90186 -0.1 0.0 -0.1
H 2.45925 0.11715 -2.65647 0.0 0.1 0.0
H 4.64339 -0.63797 -1.89599 0.0 0.0 -0.1
H 6.15060 -1.23623 -0.04104 0.1 0.0 0.0
H 5.50535 -0.73288 2.28620 0.1 0.0 0.1
H 3.33549 0.34583 2.75542 0.0 0.0 0.1
H 1.08496 0.94748 1.94282 0.0 0.1 -0.1
H 1.39708 2.14318 0.65468 -0.1 0.0 0.1
H -2.38822 -1.21300 1.76583 0.0 -0.1 -0.2
H -4.31457 0.23931 2.06233 0.0 0.0 -0.1
H -4.74783 -0.12155 0.36521 0.0 0.1 0.2
H -3.46665 0.83130 -1.47921 -0.1 -0.1 -0.1
H -1.94301 2.60073 -2.28184 0.0 0.0 -0.1
H -0.88242 3.50743 1.75863 0.1 0.1 0.0
H -2.42801 1.76088 2.55333 0.0 0.0 0.1
```
Positions in Å, forces in eV/Å.

Mulliken atomic charge list, values in e, 6 entries:
1. O -0.672
2. C 0.541
3. C -0.697
4. C -0.690
5. N 0.298
6. C 0.072



Record 3
Density functional theory data (ωB97M-V with the def2-TZVPD basis set) for C5H4N2 in the gas phase.

Summary:
Multiplicity = 1
E_HOMO (spin up / spin down) = -0.317 / -0.317 Eh
Energy above the lowest of the compared OMol25 structures with the same formula, charge and spin = 135.0 kcal/mol

XYZ file:
```
11
Properties=species:S:1:pos:R:3:forces:R:3
C -0.24495 -0.67565 -3.15008 0.0 0.2 0.7
C -0.29607 -0.30761 -1.94388 -0.4 0.4 -1.0
C -0.22746 0.01616 -0.62638 0.0 0.1 0.0
C -0.04418 1.21393 0.08158 -0.1 -0.2 -0.2
N 0.21880 0.84653 1.36279 0.1 -0.3 0.0
N 0.30247 -0.40038 1.65401 0.1 0.2 -0.3
C -0.00646 -1.05114 0.39153 0.0 -0.1 -0.3
H 0.74937 -1.58356 -0.21054 0.7 -0.3 1.3
H -0.01292 2.24076 -0.24735 -0.1 -0.1 0.1
H 0.33049 1.51635 2.12600 0.1 -0.2 -0.2
H -0.76910 -1.81540 0.56231 -0.2 0.3 -0.1
```
Positions in Å, forces in eV/Å.

Mulliken atomic charge list, values in e, 6 entries:
1. C -0.617
2. C -0.238
3. C 0.620
4. C -0.558
5. N 0.409
6. N -0.663



Record 4
Density functional theory data (ωB97M-V with the def2-TZVPD basis set) for a molecular structure, C22H29InN8OS.

Summary:
Multiplicity = 1
E_HOMO (spin up / spin down) = -0.641 / -0.641 Eh
Total charge = +4
Energy above the lowest of the compared OMol25 structures with the same formula, charge and spin = 0.0 kcal/mol

XYZ file:
```
62
Properties=species:S:1:pos:R:3:forces:R:3
In -0.69421 -0.67623 1.09424 -0.1 0.0 0.1
N 3.69356 4.34859 3.54505 0.0 0.0 0.0
C 3.13413 3.55471 2.37312 0.0 0.0 -0.1
C 4.28722 2.85182 1.67564 0.0 0.0 0.0
C 3.78680 2.05860 0.46864 0.0 0.0 -0.1
N 2.97559 0.91027 0.90363 -0.1 0.1 0.2
C 3.00919 2.99393 -0.46556 -0.1 -0.1 0.1
C 1.89083 3.81434 0.18898 0.1 0.0 -0.1
N 0.71539 2.98459 0.50442 0.1 -0.1 0.3
C 2.42353 4.52046 1.43784 0.0 0.0 0.0
H 4.21033 3.75308 4.19561 0.0 0.0 0.0
H 2.95861 4.82638 4.07039 0.0 0.0 0.0
H 4.34353 5.06652 3.21169 0.0 0.0 0.0
H 2.43214 2.83129 2.78641 0.0 0.0 0.1
H 4.83734 2.19899 2.36059 0.0 0.0 0.0
H 4.99036 3.60727 1.30863 0.0 0.0 0.0
H 4.67084 1.71831 -0.07891 0.1 0.1 0.0
H 3.48493 0.35097 1.57921 0.2 0.0 -0.1
H 2.79650 0.31651 0.10282 0.0 0.0 0.0
H 2.60121 2.42234 -1.30364 0.0 0.0 0.0
H 3.72706 3.69820 -0.89262 0.0 0.0 -0.1
H 1.61605 4.60351 -0.51751 0.1 0.0 0.0
H 0.34033 2.62317 -0.36439 0.0 0.1 0.0
H -0.01182 3.54692 0.93305 0.0 0.1 -0.2
H 1.60986 5.04464 1.94920 0.0 0.0 0.0
H 3.14060 5.27966 1.10673 0.0 0.0 0.0
N -5.55728 -0.25768 1.64807 0.0 -0.1 0.0
C -5.68223 0.10106 0.32525 0.1 0.0 0.0
C -6.75395 0.49713 -0.43083 0.0 0.0 0.0
C -6.46531 0.81016 -1.75806 0.1 0.0 -0.1
C -5.13587 0.73189 -2.31206 -0.1 0.0 0.0
C -4.07983 0.33035 -1.56401 0.0 0.0 0.1
C -4.33722 0.00812 -0.19937 -0.1 0.0 0.0
N -3.49465 -0.37900 0.76806 -0.1 0.1 -0.1
C -4.25488 -0.53201 1.87947 0.1 0.0 0.0
C -3.68919 -0.91369 3.14051 0.1 0.0 -0.1
C -4.36012 -1.14229 4.31584 -0.1 0.0 0.0
S -3.27473 -1.54207 5.54361 0.0 0.0 0.0
C -1.97730 -1.38721 4.43453 0.0 0.0 0.0
N -2.31516 -1.06127 3.22190 0.0 0.0 0.0
H -6.31007 -0.29743 2.32053 0.0 0.0 0.0
H -7.76087 0.56904 -0.04239 0.0 0.0 0.0
H -7.27309 1.12601 -2.40677 0.0 0.0 0.0
H -4.99904 1.00330 -3.34996 0.0 0.0 0.0
H -3.08257 0.25386 -1.97398 0.0 0.0 0.0
H -5.42206 -1.10159 4.50878 0.0 0.0 0.0
H -0.95694 -1.55629 4.75009 0.0 0.0 0.0
N 0.68472 -9.23943 -0.29136 0.0 -0.1 0.0
C 0.54425 -8.19758 -1.04870 0.0 0.1 -0.1
O 0.59241 -8.21261 -2.31470 0.0 0.0 0.2
C 0.34779 -6.79705 -0.55640 0.1 -0.1 -0.1
C -0.70093 -6.03828 -1.05948 0.0 0.1 0.0
C -0.80641 -4.72801 -0.60572 0.1 0.0 0.0
N 0.05365 -4.16822 0.24549 -0.1 -0.3 0.0
C 1.05511 -4.92622 0.70605 0.1 0.1 0.0
C 1.26187 -6.24668 0.33281 0.0 0.1 0.0
H 0.83954 -10.16358 -0.68488 0.0 0.0 0.0
H 0.57941 -9.15808 0.71153 0.0 0.0 0.0
H -1.40472 -6.43478 -1.77815 0.0 0.0 0.0
H -1.60692 -4.10192 -0.97947 0.0 0.0 0.0
H 1.75313 -4.45418 1.38610 0.0 0.0 0.0
H 2.11039 -6.79701 0.71702 0.0 0.0 0.0
```
Positions in Å, forces in eV/Å.

Mulliken atomic charge list, values in e, 6 entries:
1. In 0.796
2. N -0.178
3. C -0.045
4. C -1.124
5. C 0.025
6. N -0.481



Record 5
Density functional theory data (ωB97M-V with the def2-TZVPD basis set) for C17H23ClN2O5S in the gas phase.

Summary:
SMILES = CCCCNC(=O)COC(=O)c1ccc(Cl)c(S(=O)(=O)N2CCCC2)c1
Multiplicity = 1
E_HOMO = -0.347 Eh
Energy above the lowest of the compared OMol25 structures with the same formula, charge and spin = 313.0 kcal/mol

XYZ file:
```
49
Properties=species:S:1:pos:R:3:forces:R:3
C 1.04883 5.32773 -0.13363 -3.1 0.5 -5.1
C 0.27146 3.97553 -0.53811 1.8 2.5 -0.3
C 1.13244 2.80047 -0.17627 -0.6 2.5 2.8
C 1.31551 2.83437 1.50571 8.5 -3.6 -6.2
N 2.12820 1.39427 1.60359 0.3 5.4 1.7
C 3.34592 1.26721 2.19855 -5.5 -6.5 -1.2
O 3.87096 2.16480 2.65120 4.9 5.4 2.9
C 3.86432 -0.31352 2.41919 -1.5 5.0 -9.7
O 2.92946 -1.11486 1.54448 3.9 8.2 -2.0
C 2.63696 -2.22869 1.83515 -3.8 -7.0 8.8
O 2.93543 -2.67342 3.06881 -0.9 0.5 -5.9
C 1.40699 -2.75684 1.00696 6.7 -6.8 8.3
C 1.21440 -4.18445 1.42517 -4.0 2.3 -7.9
C 0.28066 -4.72848 0.36507 2.4 -5.1 9.7
C -0.47953 -3.99428 -0.40461 -1.3 -1.2 -4.4
Cl -1.45021 -4.77515 -1.63660 -0.7 -0.4 0.4
C -0.07676 -2.79896 -0.74288 0.3 7.9 0.3
S -0.99218 -1.64858 -1.89434 0.0 0.6 3.1
O -0.96618 -1.99905 -3.25351 -0.7 -1.5 -1.5
O -0.36067 -0.40035 -1.61428 0.1 1.1 0.7
N -2.56321 -1.65294 -1.18594 0.6 -4.3 -3.5
C -2.98160 -0.71333 -0.29811 3.0 2.9 3.0
C -3.43835 0.43037 -1.26395 -5.1 0.2 4.8
C -4.28777 -0.30483 -2.26661 3.2 -4.9 8.8
C -3.72278 -1.76049 -2.08358 7.5 3.7 -7.1
C 0.84162 -2.02760 0.13987 -4.0 -0.7 -4.9
H 0.42521 6.24681 -0.56947 1.1 -1.7 1.7
H 1.90708 5.38248 -0.78100 0.7 -0.2 -0.3
H 1.40531 5.38853 0.82569 0.2 0.3 2.5
H -0.60403 3.89371 0.04164 -1.5 0.1 0.5
H -0.00442 3.97716 -1.63030 0.3 0.2 1.1
H 0.59791 2.04935 -0.67478 -0.3 -2.4 0.3
H 2.08418 2.93766 -0.61183 1.2 -0.2 -0.4
H 0.41995 2.89984 1.91802 -3.6 0.1 2.7
H 2.25132 3.46216 1.75495 -2.4 -0.3 -0.1
H 1.60806 0.68262 1.33736 -2.5 -4.1 -1.4
H 3.90146 -0.56575 3.33622 0.5 -2.1 6.3
H 4.72623 -0.11128 1.76123 0.4 -1.3 1.0
H 1.71718 -4.85794 2.06012 0.7 0.1 0.9
H -0.11112 -5.78793 0.72377 1.0 1.9 -1.6
H -1.93347 -0.50038 0.22453 -2.7 0.5 0.1
H -3.81051 -1.14817 0.42890 1.7 1.1 -1.4
H -4.18007 0.99347 -0.56381 1.3 0.0 -1.4
H -2.75460 1.09804 -1.66053 1.7 0.8 -0.6
H -4.16212 -0.04661 -3.12309 1.7 3.2 -10.2
H -5.23335 -0.52389 -2.13725 -5.3 0.4 1.4
H -3.09316 -1.98984 -3.23221 -2.4 0.1 3.1
H -4.19099 -2.57929 -1.88311 -3.8 -4.5 1.4
H 1.13001 -1.01971 0.18364 -0.1 1.2 -1.2
```
Positions in Å, forces in eV/Å.

Mulliken atomic charge list, values in e, 6 entries:
1. C -1.247
2. C -0.700
3. C -0.097
4. C -1.013
5. N -0.188
6. C 0.544



Number 1: E_tot -42799.1522 eV. Number 2: E_tot -45239.8794 eV. Number 3: E_tot -8223.6387 eV. Number 4: E_tot -53224.3049 eV. Number 5: E_tot -54565.2013 eV.